1.
{
  "formula": "C23H34BBrN2O5",
  "method": "the ωB97M-V functional and the def2-TZVPD basis",
  "charge": 0,
  "energy_ha": -3981.49060,
  "multiplicity": 1,
  "orbital_gap_ha": 0.3308,
  "species": ["Br", "O", "O", "O", "O", "O", "N", "N", "C", "C", "C", "C", "C", "C", "C", "C", "C", "C", "C", "C", "C", "C", "C", "C", "C", "C", "C", "C", "C", "C", "C", "B", "H", "H", "H", "H", "H", "H", "H", "H", "H", "H", "H", "H", "H", "H", "H", "H", "H", "H", "H", "H", "H", "H", "H", "H", "H", "H", "H", "H", "H", "H", "H", "H", "H", "H"],
  "xyz": [[-2.924, 0.733, -1.214], [1.791, -4.812, -0.666], [-0.070, -1.088, 0.670], [1.716, -2.449, 0.677], [1.339, -3.903, -2.807], [1.338, -1.105, 2.484], [-3.413, 3.756, -1.711], [2.170, 3.916, 1.414], [3.215, -0.677, -0.826], [-4.442, 3.961, -2.188], [-2.545, -1.134, -0.768], [1.010, -1.508, 1.404], [-5.755, 4.226, -2.791], [-1.194, -1.561, -1.408], [-6.872, 2.419, -1.386], [-0.884, -3.394, 0.238], [1.235, -2.327, -0.676], [-0.242, -2.108, -0.328], [1.975, -1.239, -1.529], [3.292, 0.649, -0.442], [1.078, 2.003, 4.046], [-0.110, 2.952, 4.154], [5.475, 0.231, 0.471], [5.400, -1.091, 0.093], [4.440, 1.079, 0.202], [2.395, 2.701, 3.728], [6.476, -2.113, 0.377], [-3.672, -2.075, -1.258], [2.273, 3.380, 2.431], [-6.876, 3.886, -1.803], [4.270, -1.515, -0.555], [1.473, -3.722, -1.431], [0.887, 1.266, 3.265], [-5.952, 2.154, -0.864], [-4.576, -1.823, -0.698], [-2.545, -1.205, 0.318], [6.205, -2.737, 1.237], [4.149, -2.556, -0.855], [6.562, -2.788, -0.478], [-7.837, 4.125, -2.264], [2.165, -3.770, -3.282], [-1.711, -3.136, 0.904], [-6.975, 1.764, -2.253], [-1.017, 2.398, 4.397], [4.460, 2.121, 0.508], [2.250, -5.470, -1.200], [3.199, 1.966, 3.672], [1.313, -0.428, -1.844], [2.364, -1.669, -2.457], [-1.429, -2.327, -2.153], [-6.783, 4.512, -0.913], [7.448, -1.670, 0.607], [6.343, 0.607, 1.004], [0.051, 3.698, 4.936], [-3.788, -1.955, -2.335], [-5.804, 5.278, -3.072], [-7.701, 2.215, -0.707], [-0.706, -0.736, -1.929], [1.178, 1.458, 4.987], [-0.181, -3.987, 0.828], [-1.259, -4.021, -0.574], [-3.374, -3.088, -0.975], [2.478, 1.337, -0.641], [2.661, 3.432, 4.493], [-5.852, 3.629, -3.699], [-0.292, 3.475, 3.213]],
  "nbo_charge": [0.013, -0.873, -0.525, -0.497, -0.937, -0.573, -0.338, -0.353, -0.018, 0.296, -0.233, 0.979, -0.509, -0.475, -0.615, -0.685, -0.142, 0.358, -0.435, -0.218, -0.387, -0.613, -0.218, -0.015, -0.197, -0.511, -0.628, -0.624, 0.302, -0.379, -0.171, 1.166, 0.233, 0.224, 0.219, 0.218, 0.222, 0.182, 0.212, 0.207, 0.504, 0.227, 0.203, 0.216, 0.223, 0.495, 0.254, 0.232, 0.213, 0.223, 0.209, 0.216, 0.209, 0.197, 0.215, 0.249, 0.215, 0.235, 0.206, 0.245, 0.221, 0.208, 0.227, 0.238, 0.243, 0.218]
}



2.
{
  "formula": "C23H34N2O3",
  "method": "the ωB97M-V functional and the def2-TZVPD basis",
  "charge": 0,
  "energy_ha": -1231.93629,
  "multiplicity": 1,
  "de_lowest_ev": 4.508,
  "orbital_gap_ha": 0.3531,
  "species": ["O", "O", "O", "N", "N", "C", "C", "C", "C", "C", "C", "C", "C", "C", "C", "C", "C", "C", "C", "C", "C", "C", "C", "C", "C", "C", "C", "C", "H", "H", "H", "H", "H", "H", "H", "H", "H", "H", "H", "H", "H", "H", "H", "H", "H", "H", "H", "H", "H", "H", "H", "H", "H", "H", "H", "H", "H", "H", "H", "H", "H", "H"],
  "xyz": [[-3.721, -0.118, -1.630], [2.695, 0.698, 0.192], [1.038, 1.676, -2.980], [-1.619, 0.671, -1.504], [3.882, -1.125, -0.420], [3.929, -2.400, -1.117], [0.288, 0.679, -2.340], [3.038, -0.087, -0.677], [2.593, 0.077, -2.123], [1.195, -0.540, -2.357], [-6.649, 3.205, 2.027], [-3.954, 2.247, 0.487], [-2.847, 0.441, -0.986], [-1.145, 0.499, -2.871], [-4.642, 1.649, 1.745], [5.772, -1.478, 1.065], [2.372, 1.562, -2.486], [5.390, -2.837, -1.016], [2.879, -3.337, -0.402], [4.236, -1.492, 0.956], [-3.968, 2.114, 3.028], [2.113, -2.660, 0.775], [-4.110, 0.265, 1.288], [2.953, -1.785, 1.760], [6.219, -2.369, -0.081], [-0.318, 1.042, -0.949], [-6.155, 1.781, 1.804], [-3.070, 0.975, 0.404], [-3.741, -0.413, 2.059], [-0.222, 2.104, -0.711], [-4.099, 3.186, 3.183], [-1.471, 1.299, -3.537], [6.088, -1.893, 2.026], [-6.567, 1.396, 0.866], [-2.127, 1.124, 0.931], [2.501, 2.181, -1.596], [-4.838, -0.248, 0.659], [5.762, -3.507, -1.781], [3.042, 1.906, -3.272], [1.607, -3.446, 1.339], [-4.649, 2.274, -0.355], [6.233, -0.488, 0.988], [1.144, -1.010, -3.341], [4.311, -2.578, 0.844], [7.266, -2.652, -0.107], [3.671, -2.294, -2.171], [0.017, 0.436, -0.107], [-4.387, 1.591, 3.892], [-2.894, 1.914, 3.007], [-1.365, -0.476, -3.309], [2.137, -3.663, -1.135], [-6.354, 3.590, 3.003], [3.327, -0.368, -2.791], [-7.737, 3.254, 1.971], [2.380, -0.904, 2.044], [3.212, -2.316, 2.677], [1.318, -2.038, 0.360], [0.910, -1.283, -1.612], [3.373, -4.250, -0.062], [-6.249, 3.881, 1.267], [-6.538, 1.127, 2.596], [-3.451, 3.210, 0.582]],
  "nbo_charge": [-0.634, -0.639, -0.510, -0.430, -0.463, -0.074, 0.257, 0.708, -0.345, -0.409, -0.609, -0.391, 0.686, -0.211, -0.033, -0.431, -0.072, -0.206, -0.435, -0.076, -0.610, -0.408, -0.385, -0.383, -0.171, -0.237, -0.392, -0.303, 0.201, 0.207, 0.209, 0.211, 0.226, 0.204, 0.209, 0.202, 0.229, 0.216, 0.193, 0.224, 0.218, 0.225, 0.220, 0.230, 0.213, 0.216, 0.205, 0.208, 0.206, 0.205, 0.223, 0.201, 0.223, 0.212, 0.228, 0.208, 0.200, 0.216, 0.212, 0.203, 0.199, 0.206]
}



3.
{
  "formula": "C23H34N4O2",
  "method": "the ωB97M-V functional and the def2-TZVPD basis",
  "charge": 0,
  "energy_ha": -1266.28721,
  "multiplicity": 1,
  "de_lowest_ev": 2.924,
  "orbital_gap_ha": 0.3547,
  "species": ["O", "O", "N", "N", "N", "N", "C", "C", "C", "C", "C", "C", "C", "C", "C", "C", "C", "C", "C", "C", "C", "C", "C", "C", "C", "C", "C", "C", "C", "H", "H", "H", "H", "H", "H", "H", "H", "H", "H", "H", "H", "H", "H", "H", "H", "H", "H", "H", "H", "H", "H", "H", "H", "H", "H", "H", "H", "H", "H", "H", "H", "H", "H"],
  "xyz": [[1.694, 2.760, 0.578], [-2.619, -2.464, 2.296], [3.485, 2.418, 4.709], [2.188, 0.615, 1.074], [-1.874, -1.299, 0.497], [3.579, 3.685, 4.268], [-2.795, -2.051, 1.156], [2.778, 2.345, 2.642], [-0.628, -0.460, -1.292], [1.534, 0.091, -0.109], [3.132, 0.948, 6.652], [1.690, 1.155, 7.006], [-5.025, -1.029, 0.195], [3.017, 1.585, 3.768], [-8.125, -1.340, -0.256], [3.169, 3.647, 3.013], [3.901, 2.099, 6.070], [-7.059, -2.390, -0.640], [-6.227, -1.918, 0.573], [2.714, 1.015, 8.090], [-5.255, -2.878, 1.270], [-0.564, -0.920, 1.095], [-2.049, -0.788, -0.862], [0.284, -2.174, 1.307], [-0.767, -0.172, 2.411], [-4.112, -2.259, 0.447], [0.017, 0.019, 0.004], [-7.500, -1.289, 1.158], [2.177, 1.950, 1.349], [1.777, 0.747, -0.948], [1.955, -0.891, -0.325], [4.974, 1.892, 6.080], [1.242, -1.925, 1.767], [-1.200, -0.827, 3.163], [-4.841, -0.271, 0.962], [2.728, 0.101, 8.668], [2.841, 0.544, 3.984], [2.693, -0.004, 1.681], [0.479, -2.685, 0.361], [1.000, 0.339, 6.845], [-5.022, -0.555, -0.787], [2.986, 1.900, 8.652], [-7.400, -0.320, 1.648], [-2.671, 0.112, -0.869], [-0.594, 0.292, -2.080], [-7.976, -0.402, -0.792], [3.129, 4.538, 2.410], [-0.126, -1.359, -1.662], [-5.118, -2.628, 2.323], [-3.961, -2.813, -0.483], [-6.600, -2.326, -1.627], [-2.521, -1.531, -1.503], [-8.001, -1.980, 1.839], [-9.171, -1.630, -0.339], [0.189, 0.210, 2.772], [-0.341, 1.032, 0.213], [3.412, -0.032, 6.282], [1.271, 2.136, 6.823], [-5.439, -3.948, 1.178], [-1.432, 0.681, 2.261], [3.733, 3.008, 6.647], [-7.431, -3.405, -0.487], [-0.243, -2.859, 1.967]],
  "nbo_charge": [-0.625, -0.647, -0.156, -0.622, -0.461, -0.260, 0.701, -0.266, -0.397, -0.219, -0.256, -0.417, -0.393, -0.020, -0.395, -0.009, -0.206, -0.400, -0.030, -0.403, -0.384, 0.169, -0.205, -0.635, -0.623, -0.302, -0.234, -0.399, 0.675, 0.224, 0.202, 0.210, 0.194, 0.243, 0.208, 0.220, 0.218, 0.395, 0.204, 0.223, 0.205, 0.215, 0.204, 0.191, 0.223, 0.199, 0.225, 0.198, 0.228, 0.216, 0.199, 0.206, 0.205, 0.204, 0.206, 0.226, 0.216, 0.221, 0.206, 0.211, 0.226, 0.202, 0.248]
}